DFT (ωB97M-V with the def2-TZVPD basis set) results for a 2-piece molecular cluster, C5H12O4S overall at a distorted geometry.

```
22
Properties=species:S:1:pos:R:3:nbo_charge:R:1
C 0.3971 -0.9390 1.2422 -0.61
C 1.4571 -1.0514 0.1820 -0.41
C 1.0388 -0.3292 -1.1270 -0.49
C 0.6932 1.1974 -1.0147 0.81
O 0.5962 2.0734 -1.8410 -0.59
O 0.1434 1.5434 0.2059 -0.59
C -0.6078 2.8673 0.5292 0.65
O -1.8199 2.9585 0.0243 -0.68
O -0.4425 2.8682 1.9544 -0.74
H 0.6536 -0.2153 2.0506 0.23
H 0.3334 -2.0445 1.6721 0.20
H -0.6317 -0.7026 0.8398 0.21
H 1.5792 -2.0697 -0.1095 0.21
H 2.4000 -0.6174 0.6136 0.22
H 0.1007 -0.6667 -1.6266 0.24
H 1.8484 -0.3278 -1.8229 0.23
H -0.0724 3.7683 0.2044 0.14
H -2.2805 2.1062 -0.0185 0.49
H -0.5436 3.7502 2.3691 0.49
S -2.0331 -4.3525 -1.6285 -0.27
H -0.6587 -4.3576 -1.6733 0.15
H -2.1509 -5.4593 -1.0255 0.13
```

Calculated values
Energy relative to the best compared isomer or geometry (same formula, charge and spin) = 0.108 eV
SMILES = CCCC(=O)OC(O)O.S
2S+1 = 1

***

DFT (ωB97M-V with the def2-TZVPD basis set) results for C20H23N3O6 in the gas phase at a distorted geometry.

```
52
Properties=species:S:1:pos:R:3:nbo_charge:R:1
C 7.2025 0.7270 -2.2822 -0.63
C 6.8442 -0.5225 -1.4921 -0.08
O 5.9866 -0.2097 -0.3908 -0.51
C 4.6809 -0.1187 -0.6453 0.80
O 4.1822 -0.3253 -1.7199 -0.60
C 3.9164 0.3010 0.6077 -0.16
C 4.2211 -0.6096 1.8005 -0.40
C 3.6042 -1.9872 1.5824 -0.40
C 2.1060 -1.8314 1.3466 -0.40
C 1.8498 -0.9228 0.1439 -0.24
N 2.4920 0.3638 0.3420 -0.44
C 1.9501 1.5863 0.1448 0.70
O 2.6010 2.6081 0.2752 -0.64
C 0.4703 1.6412 -0.2027 -0.49
C -0.4022 1.3428 1.0365 -0.45
C -1.6046 0.5677 0.6549 0.47
N -1.6364 -0.6682 0.2697 -0.31
N -2.9158 -0.9678 -0.0122 -0.29
C -3.6196 0.1018 0.2125 0.46
C -5.0452 0.2559 0.0493 -0.14
C -5.6556 1.4772 0.3190 -0.17
C -7.0267 1.6477 0.1674 -0.26
C -7.7502 0.5591 -0.2593 0.24
C -7.1375 -0.6711 -0.5311 0.29
C -5.7886 -0.8535 -0.3866 -0.23
O -8.0881 -1.5667 -0.9339 -0.48
C -9.3158 -0.8714 -0.9112 0.23
O -9.0907 0.4575 -0.4861 -0.47
O -2.8342 1.1234 0.6428 -0.41
H 6.3058 1.1581 -2.7204 0.22
H 7.8954 0.4694 -3.0781 0.22
H 7.6653 1.4640 -1.6305 0.21
H 7.7303 -0.9743 -1.0417 0.19
H 6.3404 -1.2490 -2.1380 0.20
H 4.2376 1.3275 0.8309 0.28
H 5.3016 -0.6789 1.9245 0.23
H 3.7978 -0.1588 2.7005 0.21
H 3.7893 -2.6212 2.4511 0.21
H 4.0635 -2.4624 0.7126 0.20
H 1.6410 -2.7991 1.1595 0.22
H 1.6412 -1.4001 2.2359 0.19
H 0.7765 -0.8098 0.0091 0.24
H 2.2682 -1.3846 -0.7569 0.21
H 0.2652 2.6486 -0.5659 0.24
H 0.2535 0.9375 -1.0059 0.23
H -0.7112 2.2711 1.5159 0.24
H 0.1676 0.7537 1.7570 0.24
H -5.0514 2.3067 0.6512 0.23
H -7.5066 2.5894 0.3733 0.23
H -5.3005 -1.7900 -0.5908 0.25
H -10.0100 -1.3675 -0.2146 0.16
H -9.7567 -0.8647 -1.9206 0.16
```

Calculated values
Energy relative to the best compared isomer or geometry (same formula, charge and spin) = 2.971 eV
SMILES = CCOC(=O)[C@@H]1CCCCN1C(=O)CCc1nnc(-c2ccc3c(c2)OCO3)o1
2S+1 = 1

***

DFT (ωB97M-V with the def2-TZVPD basis set) results for C22H21NO5S in the gas phase at a distorted geometry.

```
50
Properties=species:S:1:pos:R:3:nbo_charge:R:1
C 0.2429 1.7595 3.6880 -0.63
C -0.3740 1.6426 2.3272 0.01
C -0.4460 2.7417 1.4804 -0.25
C -1.0410 2.6305 0.2369 -0.18
C -1.5621 1.4236 -0.1903 -0.31
C -1.4863 0.3175 0.6477 0.39
O -1.8875 -0.9363 0.2630 -0.54
C -2.9303 -1.0542 -0.6257 0.32
C -4.1369 -0.4030 -0.4124 -0.26
C -5.1936 -0.5759 -1.2878 -0.22
C -5.0478 -1.4109 -2.3819 -0.21
C -3.8512 -2.0686 -2.5977 -0.23
C -2.7747 -1.8979 -1.7313 0.09
N -1.5499 -2.4981 -1.9907 -0.85
S -0.4777 -3.1213 -0.8398 2.32
O 0.3101 -4.0410 -1.6124 -0.94
O -1.1658 -3.6323 0.3052 -0.91
C 0.5693 -1.7441 -0.4015 -0.31
C 1.1612 -1.7436 0.8450 -0.20
C 1.9882 -0.6923 1.1992 -0.21
C 2.2131 0.3589 0.3174 -0.01
C 3.1193 1.4919 0.7076 -0.42
C 4.5853 1.1181 0.4551 -0.50
C 4.8761 0.9966 -1.0212 0.80
O 4.3654 1.6460 -1.8925 -0.60
O 5.8108 0.0717 -1.2637 -0.68
C 1.6201 0.3280 -0.9391 -0.15
C 0.8042 -0.7287 -1.3054 -0.20
C -0.9035 0.4339 1.9033 -0.29
H 0.9745 2.5636 3.7154 0.21
H -0.5270 1.9809 4.4274 0.23
H 0.7230 0.8274 3.9752 0.22
H -0.0366 3.6894 1.7975 0.21
H -1.0929 3.4906 -0.4139 0.21
H -2.0145 1.3309 -1.1664 0.23
H -4.2314 0.2433 0.4480 0.23
H -6.1260 -0.0628 -1.1116 0.22
H -5.8673 -1.5547 -3.0691 0.22
H -3.7331 -2.7170 -3.4537 0.21
H -1.5340 -3.0881 -2.8091 0.42
H 0.9506 -2.5572 1.5205 0.24
H 2.4535 -0.6795 2.1741 0.21
H 2.8777 2.3774 0.1195 0.23
H 2.9884 1.7224 1.7653 0.22
H 4.8456 0.1770 0.9392 0.23
H 5.2402 1.9000 0.8483 0.24
H 5.9978 0.0119 -2.2142 0.50
H 1.8043 1.1344 -1.6322 0.23
H 0.3361 -0.7618 -2.2765 0.23
H -0.8663 -0.4405 2.5337 0.23
```

Calculated values
Energy relative to the best compared isomer or geometry (same formula, charge and spin) = 0.246 eV
SMILES = Cc1cccc(Oc2ccccc2NS(=O)(=O)c2ccc(CCC(=O)O)cc2)c1
2S+1 = 1

***

DFT (ωB97M-V with the def2-TZVPD basis set) results for C10H8ClN3O in the gas phase at a distorted geometry.

```
23
Properties=species:S:1:pos:R:3:nbo_charge:R:1
O 1.3063 2.2738 4.1006 -0.63
C 1.1619 1.8906 2.9507 0.76
N 1.7216 0.7263 2.4743 -0.59
C 1.0778 0.3946 1.3123 0.06
C 0.2217 1.4196 0.9924 0.26
N 0.3679 2.4246 1.9446 -0.60
N -0.6267 1.4014 -0.1153 -0.61
C -0.7154 0.2395 -0.8577 0.25
C -1.5466 0.2379 -2.0184 -0.25
C -1.7067 -0.9310 -2.7848 -0.21
C -0.9818 -2.0833 -2.4236 -0.05
Cl -0.9720 -3.5092 -3.4284 -0.01
C -0.1069 -2.0961 -1.3491 -0.20
C 0.0355 -0.9322 -0.5590 -0.07
C 1.0558 -0.9468 0.5855 -0.43
H 2.0378 0.0152 3.1356 0.42
H -0.4234 2.9683 2.2816 0.42
H -0.8243 2.2557 -0.6095 0.40
H -2.0902 1.1133 -2.3768 0.22
H -2.3192 -0.9647 -3.6450 0.23
H 0.4615 -2.9729 -1.1432 0.23
H 0.8069 -1.7113 1.3285 0.21
H 2.0587 -1.2133 0.2046 0.22
```

Calculated values
Energy relative to the best compared isomer or geometry (same formula, charge and spin) = 0.000 eV
SMILES = O=c1[nH]c2c([nH]1)Nc1ccc(Cl)cc1C2
2S+1 = 1

***

DFT (ωB97M-V with the def2-TZVPD basis set) results for C3H3FN2S in the gas phase at a distorted geometry.

```
10
Properties=species:S:1:pos:R:3:nbo_charge:R:1
F -0.1079 2.0050 -0.5153 -0.32
C 0.0029 0.8974 0.2680 0.08
C 1.2936 0.1514 0.0533 0.01
N 1.1183 -1.0879 -0.2103 -0.18
N -0.2478 -1.2795 -0.2911 -0.43
C -1.0039 -0.1799 -0.0753 0.04
S -2.6322 -0.0045 -0.0826 -0.06
H -0.1612 1.1661 1.3141 0.21
H 2.3134 0.5468 0.0837 0.22
H -0.5751 -2.2149 -0.5446 0.42
```

Calculated values
Energy relative to the best compared isomer or geometry (same formula, charge and spin) = 1.323 eV
SMILES = F[C@@H]1C=NNC1=S
2S+1 = 1

***

DFT (ωB97M-V with the def2-TZVPD basis set) results for a 2-piece molecular cluster, C3H8FN2 overall at a distorted geometry.

```
14
Properties=species:S:1:pos:R:3:nbo_charge:R:1
C -1.6938 0.4945 -0.0843 0.33
C 2.2712 -0.6950 -0.4047 -0.81
C 1.7203 0.2911 0.4533 0.66
N -2.9995 0.2613 -0.1587 -0.77
N -0.7472 -0.1565 0.4338 -0.75
F 1.5633 1.5693 0.1752 -0.24
H -1.3308 1.0637 -0.8679 0.17
H 1.9812 -0.7236 -1.5290 0.34
H 3.1977 -0.1328 -0.6286 0.33
H 2.4325 -1.7357 0.1167 0.31
H 1.4465 0.0735 1.5236 0.24
H -3.5752 0.8994 -0.7002 0.43
H -3.3677 -0.2396 0.6861 0.41
H -0.8984 -0.9695 0.9845 0.36
```

Calculated values
Energy relative to the best compared isomer or geometry (same formula, charge and spin) = 3.455 eV
Total charge = +1
2S+1 = 1

***

Orbital gap? In order: 0.3867, 0.3236, 0.3333, 0.2916, 0.3097, 0.3053 Eh.